{"formula": "C44H86O22", "method": "ωB97M-V/def2-TZVPD", "symbols": ["O", "C", "O", "C", "C", "C", "H", "H", "H", "H", "H", "H", "H", "H", "O", "C", "O", "C", "C", "C", "H", "H", "H", "H", "H", "H", "H", "H", "O", "C", "O", "C", "C", "C", "H", "H", "H", "H", "H", "H", "H", "H", "O", "C", "O", "C", "C", "C", "H", "H", "H", "H", "H", "H", "H", "H", "O", "C", "O", "C", "C", "C", "H", "H", "H", "H", "H", "H", "H", "H", "O", "C", "O", "C", "C", "C", "H", "H", "H", "H", "H", "H", "H", "H", "O", "C", "O", "C", "C", "C", "H", "H", "H", "H", "H", "H", "H", "H", "O", "C", "O", "C", "C", "C", "H", "H", "H", "H", "H", "H", "H", "H", "O", "C", "O", "C", "C", "C", "H", "H", "H", "H", "H", "H", "H", "H", "O", "C", "O", "C", "C", "C", "H", "H", "H", "H", "H", "H", "H", "H", "O", "C", "O", "C", "C", "C", "H", "H", "H", "H", "H", "H"], "xyz": [[4.23726, 3.26657, -1.23474], [5.16856, 2.62527, -0.77511], [5.10526, 1.65912, 0.16046], [3.89376, 1.16828, 0.66824], [3.79004, 1.72613, 2.12898], [6.58410, 2.74022, -1.24674], [3.99418, 0.08536, 0.74091], [3.03830, 1.45998, 0.05897], [3.99778, 2.78939, 2.24906], [4.61421, 1.37517, 2.75001], [2.82498, 1.46336, 2.56224], [7.31556, 2.64824, -0.44387], [6.66796, 3.73580, -1.68249], [6.85681, 2.06222, -2.05545], [4.18834, 0.96209, -4.02520], [3.02254, 0.91104, -3.65683], [2.30122, -0.13383, -3.85208], [2.82115, -1.42298, -4.17338], [1.56378, -2.32570, -4.05742], [2.23991, 2.14477, -3.15106], [3.59672, -1.74328, -3.47767], [3.18057, -1.37720, -5.20139], [0.61802, -1.81689, -4.24383], [1.59188, -2.71485, -3.03964], [1.59619, -3.14202, -4.77900], [2.08342, 2.00931, -2.08090], [1.28526, 2.24932, -3.66664], [2.69659, 3.11631, -3.33988], [-2.27359, -3.30971, 1.12394], [-1.90000, -3.99720, 2.07691], [-2.62805, -4.90453, 2.65282], [-4.00104, -5.08264, 2.23752], [-4.59672, -6.10126, 3.21748], [-0.59854, -3.86608, 2.76516], [-4.13766, -5.43788, 1.21613], [-4.52480, -4.15092, 2.45123], [-4.13004, -7.07357, 3.05960], [-5.63282, -6.21767, 2.89961], [-4.48301, -5.74296, 4.24061], [0.11334, -4.51565, 2.25585], [-0.66399, -4.20916, 3.79768], [-0.18892, -2.86625, 2.62135], [-3.74994, 4.84970, 3.76542], [-3.25106, 4.51657, 2.66893], [-2.80628, 5.40141, 1.72406], [-3.21891, 6.69076, 1.72277], [-2.82945, 7.52478, 0.47383], [-3.02799, 3.12199, 2.19977], [-2.59244, 7.14688, 2.48933], [-4.27543, 6.73586, 1.98706], [-3.40315, 7.22129, -0.40189], [-1.77017, 7.35603, 0.28002], [-3.13648, 8.55788, 0.63677], [-1.98321, 2.99612, 1.91570], [-3.63664, 2.90247, 1.32257], [-3.27001, 2.41635, 2.99450], [-0.06538, 6.28415, 3.25741], [-0.35512, 6.17896, 4.45379], [0.15344, 5.32255, 5.33306], [1.02731, 4.29092, 4.93107], [0.24333, 3.10177, 4.33005], [-1.33654, 7.10945, 5.10696], [1.62484, 3.98020, 5.78810], [1.75900, 4.75632, 4.27067], [-0.33486, 3.41661, 3.46133], [-0.52032, 2.70535, 4.99922], [0.87625, 2.21959, 4.23378], [-1.75504, 7.72149, 4.30799], [-0.86283, 7.67676, 5.90812], [-2.23102, 6.63907, 5.51531], [-5.53920, 0.74767, 1.96425], [-5.19894, -0.24967, 2.58839], [-5.91120, -0.96349, 3.55212], [-7.19124, -0.50783, 3.88602], [-7.11054, 0.39700, 5.11353], [-3.79461, -0.84397, 2.46057], [-7.90561, -1.31798, 4.03241], [-7.63569, 0.08156, 3.08402], [-6.89024, -0.20624, 5.99425], [-8.05148, 0.93575, 5.22520], [-6.31757, 1.09819, 4.85344], [-3.75849, -1.93029, 2.54251], [-3.05399, -0.44054, 3.15110], [-3.37413, -0.60945, 1.48267], [-1.34426, 2.47105, -2.63201], [-2.52183, 2.54964, -3.04829], [-3.40786, 3.56720, -2.80418], [-2.96378, 4.77729, -2.09501], [-2.30784, 5.70025, -3.12575], [-3.15650, 1.46197, -3.84855], [-2.45826, 4.58220, -1.14924], [-3.86786, 5.28807, -1.76357], [-2.13341, 6.74095, -2.85262], [-2.97079, 5.88160, -3.97174], [-1.31002, 5.40964, -3.45442], [-2.91369, 0.47769, -3.44812], [-2.81560, 1.60104, -4.87450], [-4.22240, 1.68316, -3.79361], [7.20815, -4.57015, -1.43268], [6.35068, -4.17113, -2.23469], [6.01345, -2.88916, -2.56883], [6.76285, -1.84044, -2.09997], [5.95233, -1.24085, -0.92195], [5.43112, -5.12271, -2.94643], [6.83412, -1.09105, -2.88828], [7.81986, -2.07033, -1.96587], [6.56501, -0.41844, -0.55267], [5.82079, -1.89813, -0.06244], [5.03582, -0.78426, -1.29562], [5.98927, -5.59298, -3.75600], [4.50019, -4.65594, -3.26830], [5.09356, -5.83339, -2.19205], [3.47675, -2.75752, 1.04742], [3.53751, -3.67601, 1.86604], [3.82257, -4.97598, 1.60752], [4.05920, -5.49608, 0.32207], [2.73360, -6.08509, -0.16389], [3.09680, -3.51857, 3.31770], [4.72958, -6.34974, 0.42184], [4.38976, -4.72741, -0.37648], [2.44512, -6.77972, 0.62500], [2.75883, -6.59429, -1.12731], [2.07515, -5.21762, -0.20939], [3.99261, -3.66073, 3.92221], [2.27420, -4.15653, 3.64086], [2.82410, -2.46343, 3.33850], [-2.03413, -2.36292, -7.43816], [-1.61126, -3.12333, -6.57878], [-1.94647, -3.10551, -5.22172], [-2.67547, -2.08089, -4.69288], [-2.93692, -2.35647, -3.22653], [-0.82337, -4.38416, -6.93753], [-3.56151, -1.88913, -5.29809], [-2.10105, -1.15624, -4.74891], [-3.49293, -3.28455, -3.09377], [-3.48410, -1.54002, -2.75523], [-2.00460, -2.42562, -2.66609], [-0.46106, -4.29314, -7.96152], [-1.51149, -5.22927, -6.95707], [-0.02922, -4.53461, -6.20623], [-0.68084, 0.92434, 2.08074], [-0.27960, 0.28319, 1.12421], [0.92832, -0.27869, 1.12023], [1.25328, -0.95063, -0.02988], [0.16801, -0.54588, -1.05260], [-1.02991, -0.19042, -0.09833], [1.07391, -1.99303, 0.23343], [2.26985, -0.88156, -0.41708], [-0.15380, -1.29434, -1.77670], [0.46134, 0.39464, -1.51898], [-1.73962, -0.99473, 0.09530], [-1.56369, 0.66118, -0.52021]], "forces_ev_per_a": [[0.97, -1.01, 1.11], [-0.75, -0.06, -0.87], [0.71, 0.18, -0.85], [-0.39, 0.92, 2.17], [0.13, -0.22, -0.36], [0.49, 1.18, -0.29], [-0.11, 0.00, -0.25], [0.09, 0.05, -0.04], [-0.68, 0.34, -0.77], [-0.11, -0.88, -0.07], [0.10, 0.05, 0.13], [-0.17, -0.14, 0.03], [0.15, 0.04, 0.04], [-0.41, -0.33, 0.16], [-0.38, -0.17, 0.90], [2.28, 3.13, -1.46], [-2.16, -1.20, 1.08], [-1.30, -0.10, -0.79], [0.97, -0.21, 0.06], [-0.14, -0.61, -0.35], [0.13, 0.23, -0.14], [0.32, -0.11, 0.12], [0.26, 0.33, 0.10], [-0.50, -0.26, -0.07], [0.21, -0.20, 0.17], [-0.19, 0.26, -0.05], [-0.27, -0.64, 0.23], [0.77, -0.54, 0.22], [0.55, -1.04, 1.12], [-0.34, 2.10, -1.80], [-1.06, -1.34, 0.20], [-0.53, -0.36, 1.49], [0.30, 0.11, -1.15], [0.99, -0.03, -0.25], [0.46, 0.40, -0.06], [0.10, 0.20, -0.66], [0.14, 0.00, 0.33], [-0.20, 0.04, 0.49], [-0.21, -0.23, -0.07], [0.05, -0.25, -0.05], [0.07, 0.34, -0.05], [-0.21, 0.07, 0.36], [1.30, -0.54, -3.17], [-0.87, 1.43, 2.13], [0.10, -3.59, -0.81], [0.40, 3.19, 0.94], [-0.96, -1.51, 0.10], [0.19, -0.27, 0.28], [-0.60, 0.52, 0.52], [-0.05, 0.31, -0.04], [0.07, -0.23, -0.17], [-0.01, 0.48, -0.01], [0.53, 0.04, 0.23], [-0.04, -0.03, -0.02], [-0.07, 0.08, 0.03], [0.01, 0.11, -0.12], [-0.16, -0.81, 2.16], [-0.01, 0.70, -1.88], [-0.53, 0.19, 0.80], [0.35, -0.79, -0.81], [0.01, 0.42, 0.74], [-0.66, 0.18, -0.32], [-0.44, 0.08, 0.34], [-0.12, -0.38, -0.58], [0.63, -0.30, -0.37], [-0.07, 0.49, 0.56], [0.20, 0.28, -0.85], [0.44, 0.44, 0.25], [0.00, 0.13, -0.18], [0.33, -0.58, 0.18], [-0.30, -2.03, 1.51], [0.86, 0.64, 0.07], [1.05, 0.35, -1.66], [-1.61, 1.27, 0.27], [0.03, -0.47, -0.76], [-0.05, -0.22, -0.57], [0.53, -0.49, 0.08], [0.33, 0.03, -0.32], [0.14, 0.34, 0.10], [0.06, -0.01, 0.19], [0.00, 0.21, 0.59], [-0.33, 0.15, 0.18], [-0.40, 0.24, 0.37], [-0.35, 0.13, -0.04], [-3.16, 0.85, -0.89], [2.62, 0.28, 1.82], [1.16, -0.42, 0.43], [-0.32, 0.64, -0.76], [0.56, 0.62, -0.05], [-0.65, 0.82, 0.10], [0.64, -0.40, -0.48], [-0.38, -0.41, -0.25], [-0.17, -0.02, 1.06], [-0.04, -0.74, -0.21], [-0.22, -0.58, -0.16], [0.09, 0.26, -0.15], [-0.02, -0.35, -0.06], [-0.09, -0.53, -0.30], [-1.74, 1.83, -2.01], [0.71, -0.49, 1.40], [0.13, -3.01, -0.94], [0.05, 2.13, 1.16], [1.96, 0.69, -0.23], [-0.44, -0.01, 0.61], [-0.52, 0.07, -0.21], [-0.17, -0.55, 0.85], [-0.13, 0.27, 0.18], [-0.28, -0.28, -0.38], [-0.12, -0.37, 0.07], [-0.29, -0.15, 0.03], [0.35, 0.27, -0.46], [0.46, -0.46, -0.26], [0.67, -2.00, 1.13], [-1.45, 0.28, -1.11], [0.25, 0.84, 1.09], [-0.60, -0.63, -1.38], [0.19, 0.67, 0.54], [0.90, 1.00, -0.86], [0.60, 0.58, 0.11], [0.40, -0.03, 0.30], [-0.48, -0.04, -0.22], [0.22, 0.09, 0.06], [-0.56, -0.34, -0.11], [-0.21, -0.15, 0.31], [0.26, -0.11, -0.26], [-0.20, -0.09, 0.51], [0.68, -0.64, 2.16], [-1.43, -0.13, -0.76], [2.06, -1.96, -2.43], [-0.77, 2.23, 0.57], [-0.16, -0.16, 0.06], [-0.25, 0.77, 0.22], [-0.33, -0.17, 0.18], [0.19, 0.20, -0.16], [-0.02, 0.03, 0.08], [-0.22, -0.03, -0.18], [0.13, -0.19, -0.15], [0.21, 0.22, 0.25], [-0.01, -0.02, 0.38], [-0.03, -0.25, -0.18], [0.60, -0.66, -1.31], [-1.60, -0.23, 1.49], [1.43, 1.92, 1.98], [-1.50, -2.46, -2.27], [-0.92, 0.46, 1.05], [0.91, 1.03, -1.22], [0.40, -0.42, -0.32], [0.00, 0.56, 0.57], [0.56, 0.06, -0.03], [-0.04, -0.19, -0.44], [0.32, -0.15, 0.26], [-0.24, -0.06, 0.09]], "total_energy_ev": -92067.8872, "de_lowest_kcal_mol": 0.0, "multiplicity": 1, "smiles": "CCOC(C)=O.CCOC(C)=O.CCOC(C)=O.CCOC(C)=O.CCOC(C)=O.CCOC(C)=O.CCOC(C)=O.CCOC(C)=O.CCOC(C)=O.CCOC(C)=O.O=C1CCCO1", "total_charge": 0, "homo_ev": -9.8, "largest_force_ev_per_a": 4.14}